13
Properties=species:S:1:pos:R:3 method="wB97M-V/def2-TZVPD" total_charge=0 de_lowest_ev=3.3688
C -0.927 0.862 1.042
N -0.036 -0.185 0.534
C -0.510 -1.357 0.186
C 1.167 0.111 -0.083
C 1.112 0.070 -1.513
O 1.993 0.344 -2.309
H -1.495 0.527 1.913
H -1.615 1.124 0.230
H -0.334 1.743 1.287
H 0.191 -2.166 0.057
H -1.574 -1.519 0.064
H 1.960 0.608 0.460
H 0.069 -0.162 -1.868

***

102
Properties=species:S:1:pos:R:3 method="wB97M-V/def2-TZVPD" total_charge=+1 de_lowest_ev=0.0000
N 0.050 -0.246 -0.158
H -0.551 -1.019 -0.511
H -0.227 0.602 -0.645
H 0.968 -0.544 -0.552
H 0.003 -0.222 0.869
C -1.684 -3.336 3.117
O -0.265 -3.373 2.897
P 0.671 -2.110 3.035
O 0.160 -0.864 2.438
O 0.966 -1.993 4.586
C 0.086 -1.246 5.457
O 2.023 -2.590 2.432
C 2.581 -3.871 2.782
H -1.991 -2.535 3.784
H -1.981 -4.278 3.575
H -2.144 -3.286 2.131
H -0.120 -1.848 6.340
H -0.823 -0.948 4.945
H 0.672 -0.403 5.821
H 3.653 -3.759 2.906
H 2.296 -4.613 2.041
H 2.186 -4.195 3.747
C -1.161 3.762 -1.018
O -1.544 4.556 0.087
P -3.004 5.112 0.268
O -3.876 4.943 -0.895
O -3.465 4.413 1.626
C -4.844 4.013 1.803
O -2.681 6.585 0.718
C -3.600 7.488 1.301
H -0.584 4.395 -1.697
H -1.985 3.379 -1.619
H -0.557 2.909 -0.721
H -4.766 3.084 2.361
H -5.314 3.780 0.848
H -5.382 4.801 2.321
H -3.142 7.905 2.199
H -4.564 7.058 1.570
H -3.766 8.331 0.630
C 1.784 2.562 1.321
O 1.885 2.311 -0.080
P 3.195 2.922 -0.753
O 4.465 2.645 -0.092
O 3.154 2.374 -2.243
C 1.938 2.544 -2.976
O 2.802 4.455 -0.826
C 3.780 5.389 -1.316
H 1.668 3.624 1.556
H 2.618 2.141 1.878
H 0.843 2.151 1.693
H 1.174 3.085 -2.419
H 1.520 1.575 -3.249
H 2.133 3.128 -3.875
H 3.524 5.713 -2.325
H 4.779 4.963 -1.264
H 3.714 6.278 -0.692
C 0.033 -4.388 -3.035
O -1.348 -4.427 -2.630
P -1.758 -3.627 -1.333
O -1.365 -2.214 -1.327
O -3.277 -3.949 -1.120
C -4.220 -3.236 -1.949
O -1.072 -4.388 -0.125
C -0.902 -5.801 -0.141
H 0.421 -5.403 -2.975
H 0.645 -3.784 -2.360
H 0.105 -3.990 -4.042
H -3.753 -2.674 -2.760
H -4.759 -2.502 -1.354
H -4.899 -3.968 -2.377
H 0.009 -6.120 -0.658
H -1.704 -6.293 -0.697
H -0.836 -6.169 0.878
C 2.348 -1.341 -4.120
O 3.232 -2.043 -3.255
P 3.371 -1.684 -1.725
O 2.490 -0.599 -1.260
O 3.151 -3.045 -0.958
C 4.075 -4.115 -1.089
O 4.893 -1.331 -1.654
C 5.479 -0.667 -0.511
H 1.445 -0.992 -3.611
H 1.916 -2.086 -4.797
H 2.824 -0.561 -4.705
H 5.119 -3.800 -1.042
H 3.974 -4.637 -2.045
H 3.899 -4.844 -0.302
H 5.102 0.352 -0.437
H 6.553 -0.692 -0.647
H 5.202 -1.198 0.403
C -2.879 0.548 2.431
O -1.719 1.075 1.822
H -3.752 0.851 1.854
H -2.867 -0.549 2.439
H -3.018 0.911 3.454
H -0.979 0.816 2.386
C -3.237 0.670 -1.304
O -2.161 0.903 -2.228
H -2.925 -0.209 -0.749
H -3.397 1.584 -0.723
H -4.204 0.536 -1.799
H -2.527 1.380 -2.979

***

15
Properties=species:S:1:pos:R:3 method="wB97M-V/def2-TZVPD" total_charge=0 de_lowest_ev=0.1211 smiles="O=C1NCCCN1"
O 2.803 -0.422 0.014
C 1.596 -0.261 -0.092
N 0.705 -1.311 -0.151
C -0.714 -1.092 -0.342
C -1.154 0.105 0.493
C -0.384 1.317 -0.018
N 1.025 0.988 -0.178
H 1.029 -2.152 0.299
H -0.912 -0.883 -1.404
H -1.255 -2.008 -0.090
H -0.917 -0.088 1.546
H -2.231 0.285 0.413
H -0.486 2.162 0.673
H -0.810 1.628 -0.983
H 1.705 1.731 -0.179

***

70
Properties=species:S:1:pos:R:3 method="wB97M-V/def2-TZVPD" total_charge=0 de_lowest_ev=7.1270
Pb 1.537 -1.728 1.452
C -3.057 -3.073 -0.896
C -3.215 -1.949 -1.596
C -3.897 -0.726 -1.096
C -3.767 -0.432 0.433
C -2.479 -0.750 1.166
C -2.158 -1.961 1.647
C -3.229 -3.022 1.670
C -3.843 -3.438 0.314
C 3.624 -0.378 1.320
H -2.398 -3.860 -1.247
H -2.903 -1.898 -2.645
H -4.980 -0.757 -1.335
H -3.460 0.107 -1.672
H -3.910 0.665 0.507
H -4.623 -0.924 0.943
H -1.934 0.154 1.457
H -1.191 -2.154 2.131
H -4.090 -2.672 2.267
H -2.802 -3.902 2.165
H -3.872 -4.537 0.348
H -4.855 -3.015 0.219
H 4.187 -1.035 0.626
H 4.104 -0.287 2.321
H 3.690 0.639 0.900
P 1.491 1.285 1.521
P 1.525 0.577 -2.207
N 0.916 0.730 3.166
N 1.483 2.958 2.006
N 1.162 -1.040 -2.143
N 1.481 1.081 -3.782
C 0.128 1.310 0.340
C 0.383 1.531 -1.203
C 1.645 -0.372 3.739
C 0.924 -0.823 4.852
C -0.235 -0.039 4.972
C -0.266 0.853 3.888
C 2.538 3.389 2.828
C 2.561 4.770 2.813
C 1.469 5.216 2.001
C 0.834 4.088 1.512
C 2.013 -2.141 -1.887
C 1.231 -3.274 -1.932
C -0.093 -2.886 -2.315
C -0.138 -1.513 -2.334
C 0.664 0.612 -4.831
C 1.189 1.067 -6.027
C 2.345 1.878 -5.726
C 2.473 1.918 -4.349
H -0.568 2.116 0.632
H -0.379 0.348 0.528
H -0.607 1.345 -1.670
H 0.647 2.593 -1.420
H 2.738 -0.409 3.676
H 1.276 -1.648 5.465
H -0.956 -0.123 5.780
H -1.051 1.553 3.633
H 3.188 2.655 3.278
H 3.317 5.382 3.273
H 1.222 6.231 1.763
H -0.024 3.981 0.872
H 3.094 -1.998 -1.902
H 1.561 -4.260 -1.639
H -0.928 -3.494 -2.630
H -0.940 -0.797 -2.498
H -0.184 -0.015 -4.616
H 0.821 0.833 -7.023
H 2.996 2.342 -6.465
H 3.164 2.435 -3.696
Cl 3.411 0.690 -1.639

***

18
Properties=species:S:1:pos:R:3 method="wB97M-V/def2-TZVPD" total_charge=-1 de_lowest_ev=1.6000 smiles="CNCCCC(=O)[O-]"
C -0.988 -2.558 1.843
N -0.373 -2.203 0.553
C -0.279 -0.783 0.276
C 1.066 -0.494 -0.366
C 0.879 0.622 -1.419
C 0.117 1.811 -0.598
O 0.843 2.477 0.134
O -1.092 1.938 -0.760
H -0.543 -1.871 2.557
H -2.062 -2.417 1.861
H -0.761 -3.646 2.161
H -0.872 -2.603 -0.261
H -1.087 -0.361 -0.389
H -0.360 -0.227 1.169
H 1.779 -0.185 0.485
H 1.650 -1.313 -0.809
H 1.847 0.918 -1.704
H 0.250 0.221 -2.358

***

181
Properties=species:S:1:pos:R:3 method="wB97M-V/def2-TZVPD" energy_ev=-90307.1138 total_charge=+4 spin_multiplicity=2
P 1.114 -0.021 0.011
F 0.989 0.815 1.397
F -0.158 0.840 -0.484
F 2.121 1.179 -0.393
F 1.371 -0.581 -1.479
F 2.389 -0.835 0.573
F 0.160 -1.269 0.570
C 2.964 1.629 -3.063
C 4.082 0.671 -2.551
C 5.132 1.332 -1.625
N 6.283 0.398 -1.316
C 5.783 -0.849 -0.516
C 7.028 -0.045 -2.597
C 8.529 0.092 -2.309
C 8.613 1.345 -1.454
C 7.408 1.135 -0.466
H 2.577 2.273 -2.273
H 2.139 1.027 -3.444
H 3.264 2.324 -3.848
H 4.580 0.195 -3.396
H 3.555 -0.173 -2.106
H 4.708 1.529 -0.641
H 5.611 2.229 -2.018
H 6.721 -1.348 -0.270
H 5.103 -1.445 -1.124
H 5.320 -0.576 0.432
H 6.817 -1.029 -3.015
H 6.818 0.752 -3.310
H 9.091 -0.704 -1.821
H 8.976 0.213 -3.296
H 9.552 1.387 -0.902
H 8.504 2.171 -2.156
H 7.733 0.553 0.396
H 6.984 2.067 -0.092
C 2.107 -2.437 3.359
C 1.478 -1.681 4.541
C -0.083 -1.574 4.383
N -0.777 -1.600 5.792
C -0.365 -0.345 6.688
C -0.616 -2.973 6.482
C -1.903 -3.202 7.200
C -2.961 -2.187 6.736
C -2.306 -1.627 5.457
H 2.003 -1.854 2.444
H 1.564 -3.357 3.139
H 3.169 -2.653 3.473
H 1.966 -0.711 4.630
H 1.702 -2.252 5.442
H -0.621 -2.267 3.737
H -0.299 -0.610 3.922
H -0.226 0.580 6.129
H 0.567 -0.665 7.154
H -1.021 -0.441 7.554
H 0.306 -3.064 7.055
H -0.462 -3.657 5.647
H -1.650 -3.092 8.255
H -2.316 -4.208 7.121
H -3.091 -1.362 7.436
H -3.971 -2.578 6.611
H -2.637 -0.605 5.268
H -2.530 -2.286 4.619
C -6.136 4.423 0.908
C -5.294 3.184 0.798
C -6.037 1.942 1.407
N -5.230 0.630 1.496
C -5.103 0.012 0.035
C -4.178 -1.253 -0.016
C -2.900 -1.027 0.809
C -3.133 -0.518 2.295
C -3.913 0.785 2.253
C -6.180 -0.373 2.281
H -7.073 4.181 0.406
H -5.723 5.341 0.491
H -6.249 4.823 1.915
H -4.347 3.405 1.291
H -5.030 2.974 -0.238
H -6.928 1.711 0.823
H -6.175 2.162 2.466
H -4.764 0.809 -0.627
H -6.060 -0.179 -0.450
H -3.922 -1.588 -1.021
H -4.622 -2.123 0.467
H -2.188 -0.350 0.336
H -2.408 -1.999 0.813
H -2.152 -0.288 2.710
H -3.525 -1.293 2.954
H -3.277 1.488 1.716
H -4.168 1.210 3.224
H -6.408 0.179 3.193
H -5.697 -1.329 2.481
H -7.023 -0.618 1.635
C -1.035 3.500 3.034
C 0.198 4.270 2.593
C 0.080 4.734 1.153
N 1.372 5.409 0.570
C 0.995 6.031 -0.807
C 2.166 6.922 -1.321
C 2.519 8.033 -0.369
C 2.867 7.479 0.985
C 1.890 6.496 1.565
C 2.470 4.301 0.468
H -1.019 3.040 4.022
H -1.218 2.799 2.219
H -1.932 4.119 3.043
H 1.132 3.741 2.782
H 0.087 5.226 3.104
H -0.626 5.563 1.095
H -0.033 3.967 0.388
H 0.196 6.739 -0.585
H 0.673 5.171 -1.394
H 1.869 7.270 -2.310
H 3.070 6.314 -1.350
H 1.706 8.756 -0.297
H 3.394 8.527 -0.790
H 3.098 8.314 1.646
H 3.794 6.913 0.890
H 1.000 7.064 1.835
H 2.286 5.994 2.447
H 2.550 3.669 1.353
H 3.389 4.831 0.219
H 2.139 3.634 -0.328
C -1.734 -9.114 -0.302
C -1.374 -7.716 -0.918
C -0.107 -7.218 -0.260
N 0.232 -5.723 -0.390
C 1.522 -5.496 0.465
C 2.170 -4.084 0.233
C 2.376 -3.785 -1.260
C 0.996 -3.864 -1.997
C 0.401 -5.265 -1.901
C -0.964 -4.887 0.172
H -2.444 -9.769 -0.808
H -2.006 -9.059 0.752
H -0.841 -9.739 -0.328
H -2.235 -7.048 -0.901
H -1.091 -7.739 -1.971
H 0.745 -7.767 -0.662
H -0.066 -7.564 0.773
H 2.215 -6.323 0.305
H 1.247 -5.625 1.512
H 3.127 -3.861 0.705
H 1.546 -3.264 0.588
H 3.121 -4.410 -1.753
H 2.673 -2.740 -1.345
H 1.223 -3.435 -2.973
H 0.355 -3.143 -1.491
H 1.121 -5.972 -2.314
H -0.511 -5.374 -2.488
H -1.307 -5.232 1.147
H -1.650 -4.856 -0.675
H -0.632 -3.862 0.338
C -1.328 3.117 -7.554
C -0.995 2.155 -6.457
C -2.275 1.492 -6.068
N -2.246 0.590 -4.739
C -0.899 -0.036 -4.465
C -0.961 -1.204 -3.428
C -2.124 -2.258 -3.523
C -3.517 -1.445 -3.740
C -3.418 -0.415 -4.924
C -2.504 1.497 -3.535
H -0.435 3.662 -7.860
H -2.061 3.834 -7.184
H -1.756 2.499 -8.343
H -0.613 2.667 -5.574
H -0.264 1.361 -6.612
H -2.582 0.903 -6.933
H -3.138 2.147 -5.941
H -0.683 -0.542 -5.406
H -0.169 0.728 -4.199
H -0.022 -1.756 -3.435
H -1.019 -0.718 -2.454
H -1.968 -3.037 -4.270
H -2.173 -2.720 -2.537
H -4.393 -2.082 -3.853
H -3.710 -0.760 -2.915
H -3.260 -0.970 -5.849
H -4.223 0.312 -5.027
H -2.509 1.073 -2.531
H -3.407 2.054 -3.786
H -1.575 2.067 -3.517

***

12
Properties=species:S:1:pos:R:3 method="wB97M-V/def2-TZVPD" total_charge=0 de_lowest_ev=3.6260 smiles="O=C[C@@H]1C[C@@H]1O"
O 2.008 -0.541 1.971
C 1.260 0.005 1.193
C 0.535 -0.692 0.097
C 0.185 0.126 -1.152
C -0.894 -0.329 -0.276
O -1.381 0.941 0.343
H 1.084 1.098 1.219
H 0.791 -1.761 0.049
H 0.436 -0.259 -2.157
H -0.222 1.212 -0.675
H -1.681 -1.063 -0.378
H -2.133 1.283 -0.173

***

23
Properties=species:S:1:pos:R:3 method="wB97M-V/def2-TZVPD" total_charge=+1 de_lowest_ev=0.2673
C -0.948 -0.453 0.268
C 0.046 0.630 0.624
C 1.523 0.173 0.566
C 1.778 -0.970 1.569
C 2.438 1.364 0.813
N -0.782 -0.856 -1.179
H -0.827 -1.349 0.884
H -1.979 -0.114 0.373
H -0.114 1.481 -0.048
H -0.123 0.972 1.641
H 1.742 -0.242 -0.426
H 1.605 -1.944 1.090
H 2.833 -0.997 1.829
H 1.210 -0.939 2.497
H 2.059 2.297 0.376
H 3.445 1.239 0.418
H 2.535 1.540 1.881
H -0.415 -1.801 -1.295
H -0.129 -0.237 -1.661
H -1.695 -0.819 -1.661
H -4.080 -0.212 -2.233
H -3.349 1.132 -2.094
O -3.235 0.177 -1.990